[1]
{"formula": "C27H39F4N16", "method": "ωB97M-V/def2-TZVPD", "species": ["F", "N", "C", "N", "C", "C", "F", "F", "F", "N", "N", "H", "H", "H", "C", "C", "N", "H", "H", "H", "C", "C", "N", "H", "H", "H", "C", "C", "N", "H", "H", "H", "C", "C", "N", "H", "H", "H", "C", "C", "N", "H", "H", "H", "C", "C", "N", "H", "H", "H", "C", "C", "N", "H", "H", "H", "C", "C", "N", "H", "H", "H", "C", "C", "N", "H", "H", "H", "C", "C", "N", "H", "H", "H", "C", "C", "N", "H", "H", "H", "C", "C", "N", "H", "H", "H"], "coordinates": [[1.5526, 4.3878, -0.2183], [0.7572, 3.7849, -1.1140], [0.9809, 2.4866, -1.3529], [2.0529, 1.7688, -0.6924], [1.8567, 0.4572, -1.2852], [2.8933, -0.6557, -0.8249], [2.3956, -1.5550, 0.0976], [3.3869, -1.2969, -1.9842], [4.0136, 0.0268, -0.2875], [0.7567, 0.4219, -2.1734], [0.2143, 1.6699, -2.2436], [0.0004, 4.2818, -1.6113], [0.4241, -0.4131, -2.6770], [-0.5987, 1.9526, -2.8102], [2.0288, 8.3897, 0.1302], [1.4370, 7.4950, -0.8646], [0.9728, 6.7900, -1.6465], [2.5362, 9.2343, -0.3400], [1.2725, 8.7991, 0.8032], [2.7654, 7.8729, 0.7477], [5.4834, 2.0796, -2.4654], [4.4270, 2.5377, -3.3608], [3.5829, 2.8869, -4.0557], [5.1240, 1.2874, -1.8045], [6.3358, 1.6807, -3.0195], [5.8583, 2.8865, -1.8320], [5.1716, 7.7355, -3.0401], [5.0562, 8.6527, -1.9044], [4.9658, 9.3733, -1.0125], [4.8281, 6.7316, -2.7812], [4.5758, 8.0739, -3.8904], [6.2054, 7.6483, -3.3811], [1.4003, -4.6405, -1.4526], [0.3430, -4.1638, -2.3445], [-0.4880, -3.7845, -3.0441], [1.0451, -5.4334, -0.7916], [2.2478, -5.0412, -2.0128], [1.7820, -3.8382, -0.8181], [-0.9687, -1.7163, 1.3657], [-2.0279, -1.2340, 0.4771], [-2.8606, -0.8549, -0.2216], [-1.3278, -2.5083, 2.0269], [-0.1248, -2.1215, 0.8024], [-0.5816, -0.9157, 2.0001], [-1.5573, -0.9149, 5.6555], [-1.8301, -2.0878, 4.8239], [-2.0471, -3.0087, 4.1684], [-0.4844, -0.7281, 5.7484], [-2.0096, -0.0141, 5.2381], [-1.9539, -1.0378, 6.6642], [-3.7597, -3.3741, -3.1499], [-4.6273, -4.5492, -3.0532], [-5.3090, -5.4728, -2.9776], [-3.9161, -2.6879, -2.3138], [-2.7043, -3.6530, -3.1466], [-3.9443, -2.8124, -4.0685], [4.5223, 10.6639, 2.9657], [3.6894, 9.4648, 3.0764], [3.0350, 8.5224, 3.1626], [4.3562, 11.3457, 3.8025], [5.5851, 10.4137, 2.9554], [4.3093, 11.2163, 2.0481], [-3.2979, -8.3532, -3.3573], [-2.0039, -8.5374, -2.6963], [-0.9875, -8.6826, -2.1771], [-3.5720, -9.2266, -3.9530], [-4.0991, -8.1890, -2.6339], [-3.2870, -7.4926, -4.0291], [0.7325, -8.5070, 0.8005], [1.5669, -7.3665, 1.1835], [2.2224, -6.4699, 1.4854], [0.7549, -8.6776, -0.2781], [1.0661, -9.4288, 1.2821], [-0.3111, -8.3529, 1.0823], [-5.8489, -2.2693, 5.5645], [-5.0171, -1.1287, 5.9526], [-4.3628, -0.2317, 6.2574], [-5.8194, -2.4417, 4.4844], [-5.5175, -3.1902, 6.0495], [-6.8944, -2.1157, 5.8401], [-6.3478, -1.7630, 0.3152], [-6.5225, -2.4078, 1.6179], [-6.6598, -2.9143, 2.6412], [-6.8881, -0.8154, 0.2617], [-5.2959, -1.5502, 0.1111], [-6.7163, -2.3943, -0.4966]], "mulliken_charge": [-0.09, 0.00, 0.33, -0.37, 0.12, 0.85, -0.19, -0.24, -0.24, 0.05, -0.13, 0.30, 0.28, 0.24, -0.84, 0.40, -0.49, 0.28, 0.37, 0.27, -0.49, 0.40, -0.46, -0.02, 0.32, 0.28, -0.78, 0.43, -0.41, 0.19, 0.28, 0.32, -0.44, 0.39, -0.54, 0.00, 0.38, 0.08, -0.36, 0.46, -0.55, 0.21, -0.07, 0.27, -1.01, 0.56, -0.55, 0.34, 0.33, 0.36, -0.10, 0.33, -0.41, 0.02, -0.02, 0.29, -0.79, 0.44, -0.45, 0.31, 0.26, 0.27, -0.85, 0.40, -0.40, 0.31, 0.28, 0.23, -0.75, 0.42, -0.45, 0.25, 0.34, 0.27, -0.55, 0.43, -0.50, 0.09, 0.27, 0.32, -0.41, 0.34, -0.44, 0.30, -0.08, 0.25], "homo_ev": -12.83, "e_tot_ev": -63329.2034, "multiplicity": 1, "charge": 1, "gap_ha": 0.3124, "fmax_ev_per_a": 6.59}


[2]
{"formula": "C23H49N4P3ScSe", "method": "ωB97M-V/def2-TZVPD", "species": ["Sc", "P", "P", "P", "H", "C", "C", "H", "C", "C", "C", "C", "C", "C", "C", "C", "C", "H", "H", "H", "H", "H", "H", "H", "H", "H", "H", "H", "H", "H", "H", "H", "H", "H", "H", "H", "H", "H", "H", "H", "H", "H", "H", "H", "H", "H", "C", "C", "C", "C", "C", "C", "Se", "H", "H", "H", "H", "H", "H", "C", "N", "C", "N", "C", "N", "C", "N", "C", "C", "H", "H", "H", "H", "H", "H", "H", "H", "H", "H", "H", "H"], "coordinates": [[-0.3838, 0.0351, -0.0166], [-2.9826, -0.0946, -0.4456], [0.0427, -2.6481, -0.3112], [-0.1920, 2.7079, -0.4222], [5.1613, -0.5392, -1.5349], [4.5110, 0.1872, -1.0277], [4.4086, 0.1868, 0.3118], [4.8455, -0.6247, 0.9038], [-3.6705, -0.1330, -2.1436], [-3.8221, -1.5245, 0.3230], [-3.8913, 1.3250, 0.2642], [1.7704, -3.2579, -0.3018], [-0.7171, -3.8416, 0.8588], [-0.5198, -3.3456, -1.9061], [1.4969, 3.4140, -0.3807], [-1.0277, 3.8680, 0.7252], [-0.7621, 3.3763, -2.0297], [4.0526, 0.9609, -1.6512], [3.8888, 0.9943, 0.8282], [-4.7647, -0.2397, -2.0921], [-3.2390, -0.9726, -2.7070], [-3.4087, 0.7944, -2.6713], [-4.9020, -1.4196, 0.1507], [-3.6236, -1.5612, 1.4050], [-3.4644, -2.4603, -0.1315], [-4.9689, 1.1138, 0.2073], [-3.6638, 2.2432, -0.2985], [-3.6022, 1.4770, 1.3162], [1.8223, -4.2134, -0.8477], [2.1205, -3.4133, 0.7281], [2.4304, -2.5242, -0.7857], [-0.7228, -4.8490, 0.4194], [-1.7533, -3.5548, 1.0836], [-0.1573, -3.8702, 1.8030], [-0.0662, -4.3389, -2.0588], [-0.2231, -2.6695, -2.7249], [-1.6162, -3.4333, -1.9227], [1.5004, 4.3520, -0.9576], [2.2189, 2.7091, -0.8178], [1.7923, 3.6267, 0.6563], [-1.1586, 4.8392, 0.2296], [-0.4274, 4.0097, 1.6333], [-2.0136, 3.4823, 1.0164], [-0.4280, 4.4209, -2.1349], [-1.8579, 3.3227, -2.0996], [-0.3420, 2.7713, -2.8501], [0.9421, 0.0734, -3.9791], [2.3014, -0.1917, -3.7901], [3.1901, -0.0839, -4.8634], [2.7215, 0.2091, -6.1509], [1.3473, 0.3938, -6.3552], [0.4564, 0.3123, -5.2789], [-0.3612, 0.1200, -2.5443], [1.0542, -0.1310, -1.0297], [2.6592, -0.4741, -2.7911], [4.2604, -0.2322, -4.7036], [3.4079, 0.2839, -6.9989], [0.9525, 0.6052, -7.3502], [-0.6188, 0.4315, -5.4145], [-0.0063, 1.3442, 2.8899], [-0.0776, -0.0228, 2.2550], [-1.2721, -0.7120, 2.8586], [-1.2151, -0.7957, 4.3222], [-1.1365, 0.5878, 4.8615], [0.0598, 1.2962, 4.3576], [1.2596, 0.5193, 4.7592], [1.2354, -0.8505, 4.1948], [1.1483, -0.7632, 2.7242], [0.0133, -1.5228, 4.7092], [-0.9101, 1.9077, 2.6256], [0.9031, 1.8402, 2.5263], [-1.3218, -1.7388, 2.4751], [-2.1798, -0.1495, 2.6000], [-1.0862, 0.5411, 5.9575], [-2.0304, 1.1331, 4.5276], [2.1563, 1.0347, 4.3814], [1.2626, 0.4401, 5.8572], [1.1212, -1.7847, 2.3187], [2.0284, -0.2197, 2.3609], [0.0755, -1.5498, 5.8069], [-0.0302, -2.5396, 4.2883]], "mulliken_charge": [-1.87, 1.33, 1.41, 1.29, 0.28, -0.51, -0.51, 0.32, -1.35, -1.20, -1.29, -1.23, -1.37, -1.14, -1.21, -1.40, -1.32, 0.26, 0.27, 0.51, 0.40, 0.36, 0.57, 0.38, 0.30, 0.56, 0.31, 0.35, 0.50, 0.42, 0.18, 0.50, 0.28, 0.39, 0.52, 0.27, 0.32, 0.49, 0.15, 0.42, 0.47, 0.47, 0.31, 0.52, 0.33, 0.37, 0.88, 0.01, -0.56, -0.47, -0.72, -0.49, 0.13, 0.57, 0.07, 0.47, 0.44, 0.42, 0.45, -0.79, 1.47, -0.55, 0.13, -0.73, 0.17, -0.67, 0.13, -1.14, -0.72, -0.04, 0.31, -0.09, 0.23, 0.35, 0.32, 0.31, 0.37, 0.34, 0.29, 0.38, 0.32], "e_above_lowest_kcal_mol": 1.0, "homo_ev": [-16.61, -16.61], "e_tot_ev": -144492.2320, "multiplicity": 1, "charge": 3, "gap_ha": [0.1536, 0.1939], "fmax_ev_per_a": 3.05}